# 1
29
Properties=species:S:1:pos:R:3 method="wB97M-V/def2-TZVPD" orbital_gap_ev=7.69 multiplicity=1 e_above_lowest_kj_mol=24.9 smiles="O=C1C(F)=C(F)C(=O)C(F)=C1F.C=NN1CCCC1" homo_energy_ev=-9.51 energy_ha=-1084.46352
O -0.414 -4.055 2.149
C -0.345 -2.879 1.774
C -1.520 -2.027 1.585
F -2.718 -2.641 1.662
C -1.425 -0.683 1.506
F -2.567 0.040 1.538
C -0.152 0.066 1.617
O -0.065 1.209 2.103
C 1.012 -0.843 1.496
F 2.231 -0.247 1.587
C 0.932 -2.186 1.577
F 2.045 -2.950 1.648
C -2.405 1.776 -0.562
N -1.223 1.786 -0.112
N -0.189 0.971 -0.398
C 1.122 1.776 -0.441
C 2.031 0.976 -1.346
C 1.153 -0.047 -2.084
C -0.288 0.257 -1.717
H -3.114 2.438 -0.042
H -2.796 1.179 -1.408
H 1.465 1.927 0.579
H 0.875 2.753 -0.880
H 2.814 0.487 -0.759
H 2.513 1.662 -2.047
H 1.297 0.022 -3.167
H 1.404 -1.066 -1.774
H -0.743 0.922 -2.472
H -0.932 -0.622 -1.610

=====

# 2
19
Properties=species:S:1:pos:R:3 method="wB97M-V/def2-TZVPD" orbital_gap_ev=8.43 multiplicity=1 e_above_lowest_kj_mol=279.1 homo_energy_ev=-7.56 energy_ha=-365.12515
C 0.838 -2.041 0.440
C 0.347 -1.026 -0.665
O 0.521 -1.260 -1.864
C -0.625 -0.183 0.011
C -2.080 -0.479 0.059
C 0.139 0.980 -0.100
C 1.539 1.281 0.385
N -0.602 2.131 -0.403
H 1.914 -2.150 0.291
H 0.679 -1.721 1.471
H 0.308 -2.977 0.263
H -2.251 -1.307 0.756
H -2.456 -0.796 -0.919
H -2.662 0.391 0.373
H 2.091 1.840 -0.378
H 2.134 0.395 0.605
H 1.501 1.902 1.288
H -1.265 2.025 -1.165
H -0.069 2.994 -0.450

=====

# 3
41
Properties=species:S:1:pos:R:3 method="wB97M-V/def2-TZVPD" charge=+1 orbital_gap_ev=8.91 multiplicity=1 e_above_lowest_kj_mol=18.7 smiles=Cc1cccc(OC[C@H](O)C[NH+]2CCNCC2)c1 homo_energy_ev=-11.27 energy_ha=-807.02033
C -5.173 -1.308 -0.672
C -4.238 -0.194 -0.318
C -4.622 1.127 -0.503
C -3.767 2.161 -0.165
C -2.520 1.890 0.364
C -2.129 0.570 0.555
O -0.854 0.409 1.081
C -0.402 -0.864 1.447
C 0.215 -1.661 0.262
O 1.267 -2.485 0.729
C 0.851 -0.746 -0.799
N 2.147 -0.231 -0.297
C 2.065 1.147 0.244
C 3.393 1.513 0.901
N 4.419 1.440 -0.115
C 4.560 0.092 -0.619
C 3.245 -0.307 -1.288
C -2.980 -0.467 0.208
H -4.673 -2.273 -0.644
H -6.004 -1.332 0.032
H -5.589 -1.155 -1.665
H -5.597 1.344 -0.912
H -4.073 3.185 -0.309
H -1.844 2.682 0.643
H -1.194 -1.452 1.924
H 0.384 -0.695 2.194
H -0.558 -2.258 -0.237
H 0.919 -3.209 1.260
H 1.032 -1.337 -1.698
H 0.183 0.080 -1.043
H 2.399 -0.879 0.469
H 1.235 1.217 0.946
H 1.883 1.822 -0.594
H 3.336 2.534 1.278
H 3.581 0.838 1.756
H 5.301 1.818 0.205
H 5.359 0.070 -1.361
H 4.801 -0.643 0.171
H 3.312 -1.325 -1.674
H 3.023 0.384 -2.103
H -2.692 -1.499 0.346

=====

# 4
63
Properties=species:S:1:pos:R:3 method="wB97M-V/def2-TZVPD" charge=+3 orbital_gap_ev=6.40 multiplicity=1 homo_energy_ev=-17.33 energy_ha=-4778.39593
Ti 0.583 0.986 0.204
Cl -2.277 -1.377 -0.720
C -1.542 -0.288 -1.820
C -0.455 0.468 -1.397
C 0.259 1.178 -2.352
Cl 1.800 1.932 -1.781
C -0.078 1.268 -3.690
Cl 0.864 2.154 -4.789
C -1.239 0.568 -4.076
Cl -1.743 0.656 -5.684
C -1.963 -0.218 -3.147
Cl -3.325 -1.087 -3.670
C 3.697 -2.084 -0.981
C 2.339 -1.690 -0.400
C 1.411 -2.881 -0.218
C 2.557 -0.891 0.888
C 3.049 -1.693 2.099
O 1.863 -1.818 2.947
C 0.934 -1.016 2.535
N 1.233 -0.353 1.430
C -0.294 -0.937 3.317
C -0.426 -1.838 4.372
C -1.572 -1.842 5.163
C -2.583 -0.938 4.913
C -2.466 -0.020 3.865
C -1.333 -0.009 3.066
P -1.287 1.243 1.785
C -2.830 2.068 1.493
C -2.968 3.398 1.915
C -4.175 4.049 1.730
C -5.238 3.382 1.136
C -5.107 2.058 0.729
C -3.906 1.394 0.902
C -0.023 2.463 2.131
C 0.731 2.608 3.296
C 1.769 3.529 3.320
C 2.102 4.273 2.185
C 1.394 4.108 1.004
C 0.333 3.198 0.976
H 3.571 -2.566 -1.949
H 4.211 -2.798 -0.336
H 4.350 -1.221 -1.120
H 1.870 -0.995 -1.122
H 1.811 -3.603 0.498
H 1.296 -3.411 -1.162
H 0.409 -2.598 0.116
H 3.235 -0.051 0.703
H 3.807 -1.193 2.696
H 3.357 -2.705 1.852
H 0.362 -2.549 4.573
H -1.662 -2.555 5.971
H -3.477 -0.931 5.524
H -3.271 0.681 3.686
H -2.150 3.920 2.395
H -4.289 5.073 2.057
H -6.182 3.892 0.997
H -5.944 1.543 0.278
H -3.821 0.363 0.595
H 0.496 2.026 4.179
H 2.328 3.680 4.235
H 2.911 4.990 2.236
H 1.636 4.691 0.125
H -0.342 3.199 0.104

=====

# 5
71
Properties=species:S:1:pos:R:3 method="wB97M-V/def2-TZVPD" charge=-1 orbital_gap_ev=7.32 multiplicity=1 e_above_lowest_kj_mol=658.2 homo_energy_ev=-5.40 energy_ha=-4098.56546
C 0.460 0.169 1.862
Si 0.129 -1.568 1.101
C 1.150 -1.657 -0.563
C 0.953 -2.865 2.322
C -1.726 -2.037 0.900
C -1.765 -2.618 -0.655
C -3.210 -3.276 -1.080
O -3.963 -2.545 -1.945
O -1.836 -3.202 1.841
P -3.271 -2.963 2.861
S -5.278 -2.561 3.605
C -6.463 -2.941 2.155
O -5.682 -3.456 4.801
O -5.376 -1.043 3.897
O -3.229 -1.218 2.673
C -2.905 -0.950 1.234
P -2.761 0.857 0.638
O -1.657 1.076 -0.696
O -4.358 1.324 0.018
S -2.431 2.124 2.131
H 0.320 0.957 1.004
H 1.619 0.206 2.144
H -0.126 0.407 2.848
H 1.091 -2.713 -1.081
H 0.748 -0.819 -1.287
H 2.293 -1.497 -0.261
H 0.751 -3.980 2.000
H 0.598 -2.658 3.443
H 2.111 -2.694 2.314
H -0.960 -3.480 -0.717
H -1.524 -1.700 -1.359
H -3.666 -4.276 -0.676
H -3.968 -3.272 1.632
H -3.333 -4.313 3.362
H -2.568 -2.689 4.088
H -6.146 -2.217 1.280
H -6.143 -4.031 1.796
H -7.591 -2.868 2.459
H -3.936 -1.283 0.733
H -1.588 2.053 -0.910
H -5.027 0.836 0.615
O 4.904 -1.863 -0.395
S 6.099 -1.046 -0.389
O 6.196 0.181 -1.152
O 7.384 -1.983 -0.741
C 7.359 -2.755 -1.933
C 7.637 -1.898 -3.154
C 6.535 -0.692 1.295
H 6.408 -3.288 -2.032
H 8.146 -3.511 -1.842
H 6.823 -1.189 -3.331
H 7.743 -2.519 -4.048
H 8.552 -1.312 -3.017
H 6.512 -1.620 1.869
H 5.801 0.013 1.692
H 7.530 -0.244 1.317
O -0.086 5.664 -0.416
S -1.246 5.776 -1.273
O -1.857 4.620 -1.895
O -0.953 6.894 -2.421
C 0.206 6.752 -3.230
C 0.010 5.692 -4.298
C -2.508 6.674 -0.404
H 1.086 6.537 -2.615
H 0.379 7.719 -3.715
H -0.073 4.696 -3.853
H 0.855 5.681 -4.992
H -0.911 5.873 -4.860
H -2.068 7.574 0.028
H -2.897 6.029 0.386
H -3.307 6.928 -1.104

=====

# 6
17
Properties=species:S:1:pos:R:3 method="wB97M-V/def2-TZVPD" s2=2.019 orbital_gap_ev="5.79 / 7.27" multiplicity=3 e_above_lowest_kj_mol=236.7 homo_energy_ev="-4.72 / -9.65" energy_ha=-538.22257
C -1.032 -0.093 -0.126
C -1.740 0.629 -0.983
C -1.484 -0.355 1.281
C 1.913 -0.097 0.632
C 1.036 -0.192 -2.270
P 0.433 -1.135 -0.698
H -2.627 1.217 -0.684
H -1.425 0.772 -2.064
H -0.655 -0.184 2.042
H -1.805 -1.449 1.517
H -2.385 0.354 1.313
H 1.558 0.739 1.030
H 2.120 -0.909 1.403
H 2.848 0.007 0.059
H 1.473 -0.998 -2.954
H 0.249 0.369 -2.793
H 1.759 0.487 -1.901

=====

# 7
72
Properties=species:S:1:pos:R:3 method="wB97M-V/def2-TZVPD" orbital_gap_ev=2.88 multiplicity=1 e_above_lowest_kj_mol=0.0 homo_energy_ev=-5.37 energy_ha=-2560.97308
O 3.626 4.514 3.119
N 4.085 3.623 2.366
O 5.004 3.843 1.544
C 3.525 2.311 2.439
C 3.982 1.290 1.581
C 3.354 0.042 1.580
C 2.266 -0.196 2.440
S 1.568 -1.876 2.639
C 0.282 -2.281 1.501
Cl -0.247 -3.847 1.639
O 2.681 -2.760 2.359
O 1.021 -1.795 3.981
C 1.836 0.812 3.319
C 2.460 2.057 3.324
H 4.838 1.499 0.944
H 3.741 -0.747 0.936
H -0.460 -1.536 1.224
H 1.043 0.629 4.041
H 2.150 2.839 4.013
C -1.372 -12.658 0.856
N -0.807 -11.332 0.939
C 0.431 -11.109 1.476
O 1.163 -11.964 1.967
C 0.716 -9.612 1.366
C 1.929 -9.286 0.485
C 3.235 -9.809 1.047
C 4.029 -10.690 0.303
C 5.114 -11.328 0.909
C 5.464 -11.014 2.229
C 4.748 -10.032 2.923
C 3.641 -9.418 2.328
N -0.546 -9.098 0.825
C -0.706 -7.777 0.622
C -1.856 -7.227 0.071
C -2.098 -5.872 -0.117
C -3.325 -5.400 -0.685
C -3.541 -4.017 -0.926
C -4.704 -3.568 -1.538
C -5.712 -4.473 -1.914
C -6.965 -3.975 -2.564
C -5.535 -5.837 -1.654
C -4.379 -6.295 -1.042
C -1.530 -10.149 0.491
C -1.795 -10.247 -1.023
C -2.844 -10.027 1.277
H -0.649 -13.369 1.263
H -2.305 -12.717 1.429
H -1.596 -12.915 -0.186
H 0.875 -9.207 2.384
H 1.756 -9.725 -0.512
H 1.980 -8.190 0.374
H 3.759 -10.889 -0.739
H 5.679 -12.073 0.347
H 6.293 -11.530 2.713
H 5.036 -9.744 3.935
H 3.068 -8.647 2.852
H 0.132 -7.135 0.922
H -2.625 -7.928 -0.242
H -1.331 -5.145 0.143
H -2.758 -3.322 -0.616
H -4.837 -2.501 -1.734
H -7.645 -4.805 -2.772
H -7.482 -3.259 -1.913
H -6.747 -3.464 -3.509
H -6.316 -6.548 -1.937
H -4.304 -7.364 -0.842
H -0.873 -10.543 -1.541
H -2.571 -11.003 -1.203
H -2.134 -9.299 -1.445
H -2.643 -10.183 2.346
H -3.310 -9.048 1.154
H -3.544 -10.795 0.923

=====

# 8
9
Properties=species:S:1:pos:R:3 method="wB97M-V/def2-TZVPD" orbital_gap_ev=10.67 multiplicity=1 e_above_lowest_kj_mol=343.9 homo_energy_ev=-10.24 energy_ha=-226.09422
H 0.279 -1.838 -0.709
N -0.219 -1.380 0.036
C 0.013 -0.122 -0.022
C 1.101 0.726 -0.280
C 2.303 -0.126 -0.143
N 3.257 -0.496 0.368
H -0.448 0.361 0.876
H 0.688 0.624 -1.391
H 1.323 1.697 0.356

=====

# 9
109
Properties=species:S:1:pos:R:3 method="wB97M-V/def2-TZVPD" orbital_gap_ev=8.58 multiplicity=1 homo_energy_ev=-9.77 energy_ha=-7438.29262
Zn -6.466 -4.809 1.579
C -3.503 -3.807 4.680
F -3.294 -2.659 4.038
F -2.462 -4.042 5.445
F -4.609 -3.654 5.397
S -3.708 -5.173 3.442
O -4.882 -4.710 2.680
O -2.462 -5.128 2.709
O -3.983 -6.388 4.163
C -7.281 -1.169 3.414
F -6.887 -1.075 4.670
F -7.842 -0.055 3.000
F -6.181 -1.416 2.680
S -8.479 -2.628 3.237
O -8.976 -2.831 4.567
O -9.500 -2.169 2.303
O -7.702 -3.774 2.724
C -8.209 -9.084 5.135
O -7.473 -8.406 4.114
P -8.150 -7.115 3.403
O -7.212 -6.417 2.488
O -9.452 -7.699 2.729
C -9.508 -8.911 1.970
O -8.711 -6.243 4.573
C -7.900 -5.869 5.707
H -8.389 -10.108 4.818
H -9.172 -8.616 5.352
H -7.646 -9.033 6.066
H -10.467 -9.366 2.215
H -8.697 -9.587 2.227
H -9.560 -8.738 0.896
H -6.843 -6.037 5.492
H -8.119 -6.576 6.512
H -8.155 -4.873 6.042
C 0.801 0.401 2.487
O 0.546 0.287 1.097
P -0.949 0.298 0.551
O -1.473 1.572 0.061
O -1.749 -0.435 1.734
C -2.993 -1.076 1.443
O -0.897 -0.813 -0.644
C -0.592 -2.151 -0.315
H 0.017 0.910 3.048
H 1.697 1.013 2.616
H 1.027 -0.545 2.981
H -2.872 -2.110 1.765
H -3.206 -1.131 0.374
H -3.812 -0.596 1.965
H -0.442 -2.308 0.761
H 0.279 -2.499 -0.866
H -1.452 -2.818 -0.454
C -5.587 1.940 2.016
O -4.587 2.748 2.635
P -3.925 4.014 1.934
O -2.880 3.761 0.926
O -5.210 4.810 1.445
C -5.208 6.205 1.152
O -3.434 4.897 3.172
C -2.538 4.351 4.119
H -5.473 1.968 0.932
H -6.575 2.306 2.302
H -5.475 0.941 2.429
H -5.907 6.725 1.802
H -5.518 6.313 0.113
H -4.221 6.663 1.204
H -2.564 3.257 4.086
H -2.856 4.575 5.139
H -1.490 4.633 4.028
C -11.850 -3.837 5.295
O -12.957 -3.312 6.020
P -13.617 -1.919 5.625
O -12.854 -0.773 6.127
O -13.840 -1.960 4.044
C -12.806 -1.517 3.184
O -15.073 -2.107 6.240
C -15.640 -1.025 6.962
H -11.056 -4.191 5.947
H -11.439 -3.042 4.674
H -12.127 -4.648 4.619
H -11.954 -1.026 3.660
H -13.235 -0.730 2.558
H -12.362 -2.262 2.521
H -15.671 -0.110 6.373
H -15.183 -0.901 7.945
H -16.674 -1.277 7.212
C -9.863 -0.853 6.745
O -10.070 0.465 7.265
C -9.298 1.451 6.825
O -9.583 2.593 6.982
O -8.187 1.003 6.239
C -7.267 2.022 5.848
H -10.410 -1.580 7.336
H -8.852 -1.262 6.675
H -10.207 -0.744 5.717
H -6.290 1.549 5.797
H -7.361 2.872 6.518
H -7.450 2.401 4.839
C -7.137 -7.116 -1.751
O -8.468 -6.712 -1.459
C -8.659 -5.797 -0.534
O -7.796 -5.279 0.137
O -9.944 -5.702 -0.324
C -10.332 -4.728 0.664
H -6.516 -6.237 -1.930
H -7.098 -7.856 -2.540
H -6.694 -7.580 -0.862
H -9.888 -3.748 0.531
H -10.222 -5.140 1.667
H -11.412 -4.619 0.550

=====

# 10
62
Properties=species:S:1:pos:R:3 method="wB97M-V/def2-TZVPD" charge=+3 s2=8.781 orbital_gap_ev="8.53 / 4.96" multiplicity=6 homo_energy_ev="-18.96 / -19.10" energy_ha=-5944.39754
Pt -0.791 0.421 -0.485
C 0.609 3.809 2.289
C -0.520 3.400 1.356
C -1.877 3.551 2.013
C -0.434 4.123 0.023
O -0.299 1.960 1.063
Ge 0.577 0.676 1.981
O 1.380 0.167 0.436
C 2.814 -0.046 0.172
C 2.896 -1.055 -0.961
C 3.434 1.284 -0.210
C 3.421 -0.610 1.448
O -0.797 -0.433 1.566
C -1.444 -1.546 2.304
C -1.331 -2.779 1.426
C -0.643 -1.698 3.589
C -2.880 -1.155 2.584
H 0.519 4.863 2.550
H 0.560 3.245 3.228
H 1.585 3.660 1.820
H -2.076 4.607 2.192
H -2.666 3.155 1.376
H -1.911 3.038 2.977
H -0.499 5.198 0.188
H 0.519 3.915 -0.469
H -1.268 3.838 -0.623
H 2.495 -0.627 -1.884
H 3.937 -1.316 -1.144
H 2.355 -1.970 -0.709
H 2.948 1.703 -1.095
H 3.351 2.007 0.605
H 4.493 1.160 -0.434
H 2.932 -1.540 1.745
H 4.481 -0.817 1.310
H 3.346 0.119 2.265
H -0.285 -3.010 1.211
H -1.770 -3.635 1.937
H -1.884 -2.630 0.495
H 0.400 -1.954 3.379
H -0.687 -0.781 4.188
H -1.062 -2.496 4.201
H -3.450 -1.061 1.659
H -3.355 -1.926 3.189
H -2.934 -0.214 3.133
C -0.131 -4.145 -4.050
C -0.113 -2.695 -3.865
C 0.117 -1.797 -4.940
C 0.132 -0.452 -4.708
C -0.081 -0.006 -3.378
Br -0.107 1.770 -2.926
N -0.302 -0.831 -2.327
C -0.327 -2.122 -2.546
H -0.686 -4.417 -4.956
H -0.509 -4.692 -3.189
H 0.900 -4.485 -4.254
H 0.273 -2.186 -5.940
H 0.294 0.268 -5.501
H -0.526 -2.769 -1.698
O -2.702 -0.601 -0.960
C -3.340 0.493 -0.908
O -2.658 1.530 -0.673
H -4.419 0.538 -1.065